A structure of composition C21H33Cl2N4O3SY at a distorted geometry. Source: OMol25; level of theory: ωB97M-V/def2-TZVPD.

Calculated values
F_max   0.1063 Eh/bohr
E_LUMO (spin up / spin down)   -0.1 / -0.1 eV
Frontier orbital gap (spin up / spin down)   5.944 / 3.434 eV
Total energy   -2621.743177 Ha
Energy relative to the best compared isomer or geometry (same formula, charge and spin)   18.5 kcal/mol

Atoms and positions in Å:
O1 1.26334 -1.16584 -0.67390
C1 2.01970 -1.72892 -1.47694
C2 2.93758 -2.80295 -0.98168
C3 3.70158 -2.69051 0.22370
H1 3.46716 -1.82364 0.84076
C4 4.67256 -3.62561 0.53020
H2 5.28892 -3.53278 1.41269
C5 4.83005 -4.75741 -0.30560
H3 5.57231 -5.49442 -0.08420
C6 3.98599 -4.98601 -1.37523
H4 4.02409 -5.90519 -1.96458
C7 3.03792 -4.00300 -1.69597
H5 2.29824 -4.21225 -2.46579
H6 1.91854 -2.12505 -3.49542
C8 3.18382 -0.32272 -3.27289
C9 1.97089 -1.19232 -2.93201
H7 2.97752 0.45882 -4.00570
H8 4.08571 -0.85451 -3.49348
H9 3.35037 0.20660 -2.35350
C10 0.71561 -0.50085 -3.07654
C11 0.36063 0.76982 -3.72518
H10 -0.13631 -0.92954 -2.56409
H11 0.80176 1.05394 -4.67435
H12 0.52484 1.64423 -3.07431
H13 -0.73078 0.76960 -3.91306
Y1 0.14258 -0.45531 1.14543
Cl1 2.72119 0.39999 1.55733
Cl2 -0.61092 -2.91360 0.66664
C12 0.47090 2.71794 -0.03248
O2 -0.08828 1.59567 0.05959
N1 -0.19262 3.87452 0.03729
C13 -1.64067 3.89389 0.26357
C14 0.53496 5.15106 0.12942
H14 1.54441 2.85285 -0.17450
H15 -2.02586 2.87315 0.14579
H16 -2.10188 4.56953 -0.48014
H17 -1.86112 4.27726 1.27931
H18 1.51643 4.94459 -0.33778
H19 0.67878 5.47689 1.19287
H20 -0.02248 5.94562 -0.42283
H21 -5.42041 0.15897 -0.84044
H22 -5.66666 -2.37822 0.30651
C15 -4.42891 -0.20896 -1.15116
C16 -4.74728 -2.46333 -0.30110
N2 -3.94830 -1.26075 -0.26812
H23 -3.69164 0.59755 -1.19333
C17 -2.99764 -1.12849 0.63046
O3 -2.28703 -0.08709 0.78271
H24 -4.12826 -3.28906 0.06493
H25 -2.76670 -2.06514 1.15415
H26 -4.59289 -0.63745 -2.15250
H27 -5.07372 -2.67673 -1.32752
C18 -2.90374 0.64518 3.88326
N3 -1.55940 1.21537 3.76402
C19 -1.31507 2.57234 3.69390
C20 0.00776 2.78320 3.50557
N4 0.55953 1.53569 3.41242
C21 -0.36102 0.54596 3.65694
S1 -0.16101 -1.09081 3.86800
H28 -3.32498 0.52269 2.88952
H29 -2.85516 -0.32850 4.36653
H30 -3.54797 1.31115 4.47317
H31 -2.07171 3.31160 3.79481
H32 0.60448 3.66076 3.47309
H33 1.49026 1.30053 3.08179

Cartesian forces (eV/Å) of the 6 atoms listed first:
O -2.6204 2.8348 3.8712
C 2.7718 -1.9819 -1.2688
C -0.4171 0.3925 -0.5490
C -0.5984 0.3737 -0.5640
H 0.4838 -0.2975 -0.0290
C -0.5638 -0.5008 -0.7454

=====

An isolated molecule of C5H10N2S at a distorted geometry. Source: OMol25; level of theory: ωB97M-V/def2-TZVPD.

Calculated values
F_max   0.0792 Eh/bohr
SMILES   C/C=C\N(C=S)NC
E_LUMO   0.6 eV
Frontier orbital gap   9.045 eV
Total energy   -704.073779 Ha
Energy relative to the best compared isomer or geometry (same formula, charge and spin)   94.1 kcal/mol

Atoms and positions in Å:
C1 -0.98373 0.43825 -2.75222
C2 -0.91848 1.27815 -1.46244
C3 -0.36380 1.00390 -0.27645
N1 0.13174 -0.29811 0.04728
C4 1.06884 -0.53404 1.01251
S1 2.14160 0.51351 1.55561
N2 -0.72748 -1.37758 -0.09339
C5 -1.94733 -1.23823 0.67690
H1 -1.96655 -0.08070 -3.03389
H2 -0.12064 -0.27444 -2.79247
H3 -0.68210 0.97016 -3.78023
H4 -1.48666 2.23175 -1.55482
H5 -0.39378 1.64939 0.68721
H6 1.05197 -1.58300 1.44809
H7 -1.00169 -1.44452 -1.16006
H8 -2.36653 -2.32372 0.89943
H9 -1.70081 -0.78719 1.71773
H10 -2.56176 -0.53221 -0.18769

Cartesian forces (eV/Å) of the 6 atoms listed first:
C 1.4073 -0.2345 -2.1041
C -1.0309 0.9234 -0.8603
C -0.1658 0.2509 1.3453
N 0.5998 -0.2767 0.5432
C -0.4572 -1.2884 -0.0497
S 0.8484 1.1348 0.4795

=====

A cluster of 2 separate species, CH4N2O2 in total at a distorted geometry. Source: OMol25; level of theory: ωB97M-V/def2-TZVPD.

Calculated values
F_max   0.0529 Eh/bohr
SMILES   N#[N+][O-].CO
E_LUMO   0.9 eV
Frontier orbital gap   11.444 eV
Total energy   -300.413476 Ha
Energy relative to the best compared isomer or geometry (same formula, charge and spin)   46.5 kcal/mol

Atoms and positions in Å:
N1 2.33410 1.11683 -0.05014
N2 2.25503 0.03129 0.15005
O1 2.21635 -1.09657 0.37333
C1 -1.29259 0.19186 0.17918
O2 -0.23670 -0.35734 -0.57245
H1 -1.89692 0.87959 -0.42080
H2 -0.84312 0.74679 1.00487
H3 -1.94098 -0.58581 0.59735
H4 -0.59516 -0.92664 -1.26139

Cartesian forces (eV/Å) of the 6 atoms listed first:
N -0.0331 1.3681 -0.2739
N 0.3371 1.2522 -0.1561
O 0.0019 -2.6695 0.5358
C -0.2918 0.1138 0.1669
O 0.0328 -0.2136 -0.3943
H -0.0188 0.0112 0.0893

=====

A cluster of 2 separate species, C5H8O in total at a distorted geometry. Source: OMol25; level of theory: ωB97M-V/def2-TZVPD.

Calculated values
F_max   0.0205 Eh/bohr
SMILES   C=C=O.C=CC
E_LUMO   1.0 eV
Frontier orbital gap   10.209 eV
Total energy   -270.490731 Ha
Energy relative to the best compared isomer or geometry (same formula, charge and spin)   42.1 kcal/mol

Atoms and positions in Å:
C1 -2.09932 -0.83982 0.20082
C2 -1.42106 -1.58158 -0.64577
O1 -0.84414 -2.24898 -1.41096
H1 -1.56414 -0.26074 0.94114
H2 -3.18038 -0.84258 0.15763
C3 1.45342 -0.63232 0.42676
C4 1.03610 0.34418 -0.37576
C5 0.67800 1.73123 0.06986
H3 1.57449 -0.47690 1.49779
H4 1.68938 -1.62133 0.04282
H5 0.93003 0.13794 -1.44177
H6 1.33977 2.47529 -0.38936
H7 -0.34645 1.98307 -0.23091
H8 0.75429 1.83253 1.15771

Cartesian forces (eV/Å) of the 6 atoms listed first:
C 0.0645 -0.0748 -0.0554
C 0.3159 -0.4327 -0.4868
O -0.5531 0.5893 0.6749
H -0.0422 -0.0912 -0.1337
H 0.1323 -0.0331 -0.0284
C -0.0293 0.1336 -0.0977

=====

F_max of number 4 (C5H8O)? 0.0205 Eh/bohr

=====

Please write out number 2 again, unchanged.
An isolated molecule of C5H10N2S at a distorted geometry. Source: OMol25; level of theory: ωB97M-V/def2-TZVPD.

Calculated values
F_max   0.0792 Eh/bohr
SMILES   C/C=C\N(C=S)NC
E_LUMO   0.6 eV
Frontier orbital gap   9.045 eV
Total energy   -704.073779 Ha
Energy relative to the best compared isomer or geometry (same formula, charge and spin)   94.1 kcal/mol

Atoms and positions in Å:
C1 -0.98373 0.43825 -2.75222
C2 -0.91848 1.27815 -1.46244
C3 -0.36380 1.00390 -0.27645
N1 0.13174 -0.29811 0.04728
C4 1.06884 -0.53404 1.01251
S1 2.14160 0.51351 1.55561
N2 -0.72748 -1.37758 -0.09339
C5 -1.94733 -1.23823 0.67690
H1 -1.96655 -0.08070 -3.03389
H2 -0.12064 -0.27444 -2.79247
H3 -0.68210 0.97016 -3.78023
H4 -1.48666 2.23175 -1.55482
H5 -0.39378 1.64939 0.68721
H6 1.05197 -1.58300 1.44809
H7 -1.00169 -1.44452 -1.16006
H8 -2.36653 -2.32372 0.89943
H9 -1.70081 -0.78719 1.71773
H10 -2.56176 -0.53221 -0.18769

Cartesian forces (eV/Å) of the 6 atoms listed first:
C 1.4073 -0.2345 -2.1041
C -1.0309 0.9234 -0.8603
C -0.1658 0.2509 1.3453
N 0.5998 -0.2767 0.5432
C -0.4572 -1.2884 -0.0497
S 0.8484 1.1348 0.4795